1.
Here is C33H72N3O9Y as an isolated structure at a distorted geometry from the OMol25 dataset. Energies are from ωB97M-V/def2-TZVPD.

Properties
Spin multiplicity: 2
<S²>: 0.755
Frontier orbital gap (alpha / beta) in eV: 6.77 / 4.55
Calculated total energy in eV: -59318.55202
Largest force on an atom in eV Å⁻¹: 5.3
Total charge: +1

Structure (XYZ):
```
118
C33H72N3O9Y | the OMol25 dataset | ωB97M-V/def2-TZVPD
H -0.8534 3.6573 1.3225
H -2.0648 2.4815 0.7105
C 2.6935 3.9640 -3.3326
C 2.2665 -0.2665 -3.1572
H 5.1414 0.9750 -2.3204
H -1.4254 -0.2282 -2.8123
C -1.3729 3.7247 5.5264
H -3.0804 -1.4334 -0.2868
H -3.5618 -0.4979 2.0943
H 2.0401 4.2715 3.1483
H 4.2016 3.3040 -4.8750
H 1.6029 -4.5595 -3.6506
H -4.1908 -3.5121 1.3238
H 0.5490 4.0465 -0.7197
C 2.1671 3.4672 -2.0542
O -0.1544 -1.7704 1.9747
H 0.8313 3.8280 5.3320
O -0.2666 1.1541 2.2092
H 2.6660 -0.0187 0.5636
N 1.9371 1.9956 -2.1877
H -2.8256 1.9467 2.6465
H 1.3201 -3.0813 2.2386
H 1.5491 -0.6565 -2.4351
C 0.9956 -2.1144 2.6231
N -0.3902 1.8665 3.4681
H -1.0265 -6.7489 -1.1035
C -3.8213 -1.2287 1.3285
H -2.6234 1.5593 -3.1009
H -2.1869 4.2728 5.0519
H -1.8411 -0.6609 4.0519
H -2.2673 -5.6676 -1.5693
C -1.5670 1.4721 4.3007
H 2.6702 1.6937 -4.8618
H 2.9533 -1.1018 -3.2938
H -1.7248 -0.2383 5.7211
C -0.0383 3.3188 3.3375
H -4.8811 -2.5962 2.5892
N -0.5084 -3.5003 -1.7528
H -0.5795 -5.0989 -4.8606
H -0.0623 5.0801 4.5673
H 1.7363 3.0162 1.9603
H -1.2369 -6.8073 -3.6274
C 2.0857 -1.1068 2.1829
H 1.6398 -5.3022 -1.1249
H 0.6935 -6.0390 0.2787
H -2.3958 -3.7472 -0.0835
H -0.5361 -1.4007 -3.9997
H 4.7687 3.2482 -3.2968
C -1.5088 -4.3192 0.1885
H -2.0783 -2.2399 -3.6373
H -0.9512 2.1561 -2.9039
O 1.8720 -0.4856 0.8338
C -0.6597 -6.1058 -3.0251
C -1.0486 -2.3623 -3.9732
H 1.8000 -2.8919 -3.0682
H -1.0899 -2.6233 -5.0307
C 0.8902 -5.1671 -0.3452
O -2.8806 -2.8118 2.7710
C 0.8497 4.2361 -1.7501
H -3.0744 -3.6240 3.2446
C -0.9453 -4.8519 -3.8640
H 0.3953 -6.3668 -2.9421
C 2.9436 1.0450 -2.7806
C -3.9854 -2.6597 1.9713
H 2.0625 2.7212 3.6005
H 0.9369 -2.1759 3.7098
O -2.0309 1.7781 0.0581
H 3.1275 -1.4259 2.2145
C 4.1713 0.6436 -1.9499
H -1.9700 -4.5367 -4.0610
H 1.3434 -3.1129 -4.6946
C -2.9314 1.6129 3.6787
H 0.1362 4.0859 -2.5603
C 3.8671 3.0384 -3.8721
H 1.9632 4.2158 -4.1017
H 4.2887 1.0647 -4.5220
H 3.2505 4.8922 -3.2054
C -0.0649 4.0034 4.7369
C -2.3169 2.4068 -1.1712
H -4.6563 -0.8380 0.7470
C -1.3112 -0.0028 4.7405
H 2.8567 3.6453 0.1060
H 4.3843 -0.4058 -1.7461
C 3.1693 3.8978 -0.9072
C 1.4646 3.3659 2.9563
O -0.1906 -2.1821 -1.1589
H -1.8705 -5.2249 0.6753
H -1.0094 -3.6537 0.8927
C -0.8249 4.1060 2.3154
C -0.5144 -4.6767 -0.9374
H -0.5856 5.1679 2.2580
H -3.5028 2.4714 4.0316
C -1.1841 -5.7874 -1.5921
H -3.5457 0.7157 3.7551
H 3.5042 4.9282 -1.0264
Y -0.3910 -0.1294 0.1239
H -0.8538 -2.2583 2.4154
H 4.2431 1.0822 -0.9547
H -3.3964 2.4206 -1.3217
H 1.6669 -0.0282 -4.0357
C 1.2042 -3.5465 -3.7043
C 3.4397 1.5992 -4.0957
O 1.1665 1.4322 -1.1173
H 4.0013 3.2015 -1.0128
O -2.7344 -1.0328 0.5141
C -1.7748 1.6308 -2.4204
H -2.6469 2.2176 6.0833
C -1.6456 2.2537 5.6542
H -1.2766 4.1775 6.5133
C -0.3106 -3.5391 -3.2305
H 1.3308 -4.3585 0.2379
H 0.9812 5.3110 -1.8739
H -1.0470 1.7656 6.4232
H -1.8656 4.0215 2.6280
H 2.1327 -0.2835 2.8957
O -1.4895 0.2834 -2.0024
H -2.0397 3.4589 -1.1055
H -0.2657 -0.3057 4.6825
```


2.
Here is a 4-piece molecular cluster, C33H73Br3N8OP overall at a distorted geometry from the OMol25 dataset. Energies are from ωB97M-V/def2-TZVPD.

Properties
Spin multiplicity: 1
Frontier orbital gap in eV: 6.43
Calculated total energy in eV: -268781.42183
Largest force on an atom in eV Å⁻¹: 1.7
Total charge: +1

Structure (XYZ):
```
119
C33H73Br3N8OP | the OMol25 dataset | ωB97M-V/def2-TZVPD
H -5.8400 3.6491 4.5520
H 2.4197 3.2707 0.9639
C 7.1759 -2.8847 -2.1627
H 7.6086 -3.5456 -2.9139
H 9.4915 -5.7320 -0.1174
C -0.2368 -0.2171 1.2650
H 9.5910 -4.7415 -1.5814
H -10.3292 1.2874 1.9030
H 2.1286 2.3980 -1.9564
C 7.7056 -5.8105 -1.3378
H 3.8849 4.5725 -3.7498
H -2.6452 -1.3957 -0.0942
H -3.6245 -4.0263 -3.3598
O -0.5988 -5.2442 -3.5956
P -1.3165 3.5599 2.1646
C 4.7094 -5.1012 -1.7498
H -3.2115 4.4095 2.0096
H -3.0465 -5.7067 -3.2884
H -0.3711 3.8785 3.1549
H -7.5193 5.3824 2.4566
Br -1.3260 1.6766 4.6651
N -1.2174 1.5931 0.4139
C -9.8210 2.2494 1.8286
C 7.2975 -3.4613 -0.7447
Br -1.0251 -1.8057 4.2672
C -0.8998 1.8355 1.6210
C 3.3225 4.9436 -1.6655
H 1.0244 5.9910 -2.4846
H -7.6650 4.7708 4.8213
C 0.0764 0.7835 3.6426
C -2.0272 -1.4967 -0.9828
H 3.3158 -2.4535 -0.2656
C 1.2301 -2.0028 0.1318
H 3.0050 -1.5457 1.1828
C 0.9689 4.9030 -2.4098
H 1.0660 -1.6390 2.2031
H 1.3461 -0.9628 3.9282
H 2.4324 1.6059 0.3567
C -2.1030 -2.0100 -3.4445
H 1.0786 3.2160 -3.8057
H -9.1025 4.7673 2.1338
C -2.9198 -1.7035 -2.1865
N 1.9677 4.4567 -1.4515
H 4.5293 -4.0757 -2.0765
H -0.0081 -2.4688 -4.9297
H -4.7390 2.4580 3.8935
C 0.3926 -1.5594 1.3707
C 0.7707 -0.2906 5.8165
H 3.7391 2.7022 -0.0677
H 5.1810 -5.6457 -2.5672
H -10.4235 2.9772 2.3726
N -0.8213 0.2999 0.2051
H 1.4959 -1.0476 6.0983
H -0.0862 -0.4458 6.4503
H 7.4607 -5.7481 -2.4098
H 6.6952 -2.8579 -0.0588
H 0.9390 -3.4454 -3.7570
N 6.9556 -4.8563 -0.5416
N -0.3280 0.7455 2.2283
H 0.8024 2.8570 -0.8787
H -0.2557 -0.4541 -1.6958
H -7.9108 1.3074 1.8823
H -6.3799 1.9793 4.3173
H 7.4169 -6.8136 -1.0144
C -5.7793 2.7849 3.8921
N -1.0720 -3.0429 -3.1960
C -6.2035 3.1312 2.4589
H 1.8257 4.7003 -4.4122
H -0.4125 -2.2702 1.5063
H -0.9465 4.3551 1.0675
H 5.2173 4.5327 -2.6133
H -9.2046 5.4814 4.3767
H -1.7105 0.5048 -1.6304
H 3.8609 4.8719 -0.7165
H 1.2457 0.6705 5.9769
C 1.8532 3.0577 -1.1159
H 0.7762 -2.8459 -0.3686
N -7.6172 3.3275 2.1961
C 2.6368 -2.3633 0.5719
H -3.0388 -4.8579 -4.8057
H -9.0704 3.7370 4.5391
H 8.3266 -3.3138 -0.4084
C -8.4138 2.1325 2.3949
H 0.5723 -1.7741 -3.4270
H -3.5375 -0.8322 -2.3956
H 9.7132 -6.4897 -1.6963
H 4.1085 3.1725 -2.6953
C -8.5457 4.6298 4.1970
H 1.3728 -1.1696 -0.5423
C -2.9023 -4.7350 -3.7353
Br 2.6670 -3.9293 1.6970
C -1.4532 -4.3673 -3.5156
H -1.5728 -1.0947 -3.6906
H -8.4812 1.8429 3.4555
H -5.6612 4.0235 2.1363
C 2.6641 2.6458 0.1011
H 5.0834 -4.4924 0.2784
H -5.8517 2.3296 1.7994
H 0.0811 4.5594 -4.3465
H -1.4384 -2.3950 -0.8636
H 7.7129 -1.9354 -2.2185
C 4.1692 4.2610 -2.7467
H 3.2718 6.0143 -1.8707
C 1.0026 4.3043 -3.8206
C -8.1943 4.5597 2.7051
H 3.7319 -5.5577 -1.5767
H -0.0163 4.6952 -1.9766
H -2.7447 -2.2238 -4.2932
H 6.1413 -2.6834 -2.4392
C 0.4437 -0.5285 4.3291
C -1.1448 -0.2577 -1.1163
C 0.1869 -2.6827 -3.8819
N -2.7973 3.7194 2.6314
C 9.2116 -5.6776 -1.1699
H -3.6100 -2.5145 -1.9809
H 0.9345 1.4385 3.7194
H -9.7944 2.5387 0.7774
C 5.5393 -5.1568 -0.4589
H 5.4380 -6.1617 -0.0376
```


3.
Here is C33H73FGaNO2 as an isolated structure at a distorted geometry from the OMol25 dataset. Energies are from ωB97M-V/def2-TZVPD.

Properties
Spin multiplicity: 1
Frontier orbital gap in eV: 3.33
Calculated total energy in eV: -96078.25714
Largest force on an atom in eV Å⁻¹: 1.2
Total charge: 0

Structure (XYZ):
```
111
C33H73FGaNO2 | the OMol25 dataset | ωB97M-V/def2-TZVPD
H 2.5696 6.5214 -5.9068
H 3.5508 6.8803 -3.7390
C 5.5765 7.1097 0.4868
H 1.4378 10.4226 -1.5784
O -4.1028 -4.6545 4.3239
H -0.9456 -1.1261 -5.4117
C -1.1103 -4.5781 -3.5942
Ga 3.2149 4.1619 -5.0191
C -4.6854 -3.5294 3.6889
H -1.9926 -4.0881 -4.0109
C -3.1915 -8.9693 1.6056
H -2.8429 -9.9675 1.8518
C -1.9029 -1.3732 8.9390
C 0.0246 -1.3617 -4.9748
C 1.0497 -0.5867 -5.7928
H -5.4334 -3.0573 4.3420
H 0.9474 -4.1138 -3.4320
H 1.3267 2.6422 -6.9233
H 2.3354 8.8631 -4.0450
C 6.1581 6.2843 1.6440
H -2.3588 -4.6367 -1.8062
H -5.2156 -3.8779 2.8062
H 6.5949 6.8956 3.6976
O -1.3976 -0.6098 7.8582
C 3.8359 8.9186 0.2294
H -4.2408 -9.0314 1.3318
F 4.3389 4.0009 -6.4861
H -2.1895 -3.8732 4.4136
C 1.9575 2.5456 -4.8897
H -3.7366 -2.0917 7.3208
H 7.2407 6.3958 1.5896
H 2.5696 1.4067 -6.6187
H 1.7680 8.3947 0.3059
C 2.3520 9.2343 -0.0629
C -1.4082 -5.0283 -2.1618
H -0.5306 -0.6608 6.0546
C -2.9035 -4.4429 5.0201
H -3.0067 -0.4327 5.8040
C -3.0940 -8.0797 2.8691
H -3.9088 -4.3554 6.9180
C -2.4910 -1.3922 5.8156
C 0.2029 -2.8923 -5.0176
C 2.1986 5.9466 -5.0553
C 1.2584 8.3813 -2.2201
C -3.1361 -7.1893 -0.1875
C -1.2165 -1.2775 6.6362
H 2.9736 9.7136 -2.0875
H 5.1361 5.9603 3.5188
H -4.1957 -7.4035 -0.0409
H -2.2757 -1.6888 4.7918
H 1.9919 -0.5143 -5.2478
H -2.4167 -7.2473 2.6826
H -4.3158 -6.8831 4.1735
H -0.9069 -5.4132 -4.2590
H 4.2225 9.5840 1.0028
H 5.7029 6.5183 -0.4169
H 2.0597 10.0947 0.5411
C -4.4486 -7.5555 3.3313
C 2.0527 9.5267 -1.5476
H -2.1825 -9.1225 -0.2710
H -3.0105 -8.0408 -2.1628
C 2.4757 6.7107 -3.7660
C -2.3711 -8.3520 0.4724
C 1.6626 1.8666 -6.2374
H -2.1941 -3.9244 7.0001
H 4.1696 4.1469 -3.7036
H 1.4095 7.4876 -1.6224
C 0.5379 0.8224 -6.0991
H 5.1183 7.6294 3.0247
H -2.4661 -5.4324 5.1659
H -3.9348 -2.7934 3.3828
H -2.6527 -8.6468 3.6875
C 4.0806 7.4521 0.5949
H 1.0206 2.8861 -4.4466
H -1.4332 -8.0154 0.9039
H -0.1022 1.1368 -5.2767
H -2.8966 -6.2511 0.3119
H 3.6585 7.2195 1.5707
H -4.9385 -7.0303 2.5146
H 0.0376 -0.9966 -3.9525
H 2.2053 6.0870 -2.9129
H -0.0862 0.7863 -6.9969
H 3.5150 6.8735 -0.1334
H 6.1676 8.0113 0.3529
H 1.1269 5.8093 -5.2204
H -0.7215 -2.2449 6.7810
H -0.0835 -2.8311 -2.8589
H 0.8303 7.9784 -4.2728
C 5.7355 6.7399 3.0526
H -3.5868 -6.3947 -2.1276
H 1.2633 -1.1082 -6.7246
H -0.7980 -6.8374 -1.1030
H -1.6131 -2.4266 8.8685
H 2.4211 1.8258 -4.2098
H -0.6324 -4.6177 -1.5163
H -4.3592 -2.2910 5.8544
H -2.9964 -1.2840 9.0042
H 1.2098 -3.0989 -5.3753
C 1.7251 8.0514 -3.6588
H -5.0860 -8.3693 3.6651
C -2.8669 -7.0768 -1.6812
H 4.4289 9.1005 -0.6654
H -1.0639 -7.0601 -2.8269
H 0.1971 8.6145 -2.2117
N -3.4832 -2.3831 6.3745
C 0.0273 -3.5684 -3.6505
H -0.4619 -3.3195 -5.7650
H 5.9829 5.2260 1.4824
C -1.4360 -6.5607 -1.9375
H -1.4982 -0.9614 9.8599
C -3.0986 -3.8420 6.4013
```


4.
Here is a 8-piece molecular cluster, C33H75O27P3 overall at a distorted geometry from the OMol25 dataset. Energies are from ωB97M-V/def2-TZVPD.

Properties
Spin multiplicity: 1
Frontier orbital gap in eV: 10.57
Calculated total energy in eV: -118592.00870
Largest force on an atom in eV Å⁻¹: 5.5
Total charge: 0
SMILES string: CCOP(=O)(OCC)OCC.CCOP(=O)(OCC)OCC.CCOP(=O)(OCC)OCC.COC(=O)OC.COC(=O)OC.COC(=O)OC.COC(=O)OC.COC(=O)OC

Structure (XYZ):
```
138
C33H75O27P3 | the OMol25 dataset | ωB97M-V/def2-TZVPD
H 0.1522 4.5370 0.2818
O 5.0194 0.8174 2.9857
H -3.6840 4.0562 -1.9823
H -0.5660 0.7187 -5.1666
H 5.1817 1.7953 0.5414
H 7.1249 -2.0584 -1.9550
H -0.9982 5.2188 -5.6050
O 3.2122 -3.2747 -1.5988
H 4.6308 0.8685 -0.8582
C -1.7461 5.7738 -5.0388
H 4.1831 -0.8977 4.6929
C 0.8112 -6.2507 5.3689
H -1.0637 2.5215 4.4668
H 7.8442 -0.7829 -3.8697
H -1.0918 -5.4329 -0.4479
H 6.1663 -0.3737 -3.6125
C 3.3308 0.6728 -3.4799
H 0.2624 -6.1263 7.4750
O -0.3010 7.8693 -3.7175
H 0.5407 -4.3399 1.1359
H 0.6112 -6.1436 1.2382
H 6.2456 -4.2349 -0.4153
C 0.9334 -0.8980 0.9652
H -4.6445 -1.5696 2.9829
H 4.1014 0.6991 -4.2503
C -5.2225 4.9942 3.1441
C 3.1810 -0.7558 -3.0304
H 6.5837 -1.4892 -4.9040
H -5.4663 -0.9937 -2.6654
H -1.8427 -4.3822 0.7369
H -1.0180 -6.6969 6.3989
H -1.9835 0.1654 -1.3983
H -5.4697 4.9710 4.2054
C -1.0832 -1.0453 4.4069
H -1.3455 0.5745 -3.4815
C -0.9384 -2.4674 3.9129
H -2.7298 2.5009 -0.2036
C 4.2471 0.1659 2.2585
C -1.0636 2.7165 3.3944
H -7.5499 -0.4684 -3.4913
O 0.4065 2.6002 0.6082
O -2.4427 1.4875 -5.0253
H -2.1498 -0.9613 4.6156
H 3.9462 -4.3888 0.6150
H -1.3582 -3.1171 4.6809
H -4.9981 6.0422 2.9454
C 5.8364 -3.5219 0.3004
C 0.0499 -6.7545 6.6099
H -4.2298 3.3606 0.1955
O 2.2805 -4.6695 3.3023
H -6.9714 0.8158 -4.5463
O 0.6428 0.4491 1.2142
H 1.8903 -6.3827 5.4474
H 2.9741 -2.0374 4.2147
H -2.0030 -6.1314 0.8995
H -0.4137 3.5532 3.1382
C -1.9662 -0.9227 -1.4603
O 5.5640 -3.0591 -2.7919
C 5.0798 0.7903 0.1319
C 6.8336 -1.1910 -3.8858
O 3.4340 -0.6955 2.6968
O -2.2527 -1.6059 -0.2503
H 3.5692 1.3811 -2.6864
H -0.9622 -1.1219 -1.8349
H 5.1676 -4.8609 1.8311
H -1.2471 3.1330 -3.4764
H 7.5690 -3.1929 -3.2392
H 0.4587 -7.7418 6.8247
H 0.4239 -6.9126 4.5942
H 2.4520 1.1130 -3.9511
C -6.7297 -0.1677 -4.1433
O 5.3076 -2.3517 -0.3051
C 0.3064 3.6350 -0.3104
O 0.4222 -2.8549 3.7364
H 6.0404 0.2757 0.1536
O 4.1720 0.0985 0.9869
C 0.0550 7.5480 -0.9418
H 2.4330 -0.3644 4.4808
H -2.6459 5.1607 -5.0897
C 6.8502 -2.4290 -2.9426
O -2.3259 5.2072 3.6419
C 4.7453 -4.0311 1.2642
H -0.4314 8.5223 -0.8963
H -4.9967 3.0694 -2.2437
C -2.8884 4.2166 3.2258
H 0.3461 2.5735 -3.6254
P -3.8322 1.7312 -4.1808
O -4.7776 2.7124 -4.6996
C -3.9633 3.0056 -1.9029
O 0.6465 1.0012 -1.0216
O -0.1927 -5.1191 2.7597
C -0.7467 6.9282 -3.1372
H -5.6077 0.7062 -2.3973
C 0.5975 1.3471 0.1373
H -2.6565 -1.1357 -2.2764
H 1.7721 -1.0006 0.2765
O -1.3963 5.9039 -3.6781
C -5.5165 -0.0385 -3.1880
H -0.8098 -0.1842 3.7971
C 0.0078 -5.2515 1.4063
O -4.1283 4.0813 2.9161
H 0.1120 -1.4129 0.4669
H 1.0793 7.7512 -1.2544
O -0.4955 6.5466 -1.8864
H -0.5217 3.1873 -4.9946
O -4.3509 0.2233 -3.9725
H -0.0869 7.1509 0.0633
C -3.7894 2.5938 -0.4418
H 4.3445 -3.2837 1.9489
H -0.5146 -0.8660 5.3193
H -4.5934 -3.2746 2.6985
H 2.2498 -0.9340 -2.4926
P 4.4305 -2.4975 -1.6993
C 3.2549 -0.9877 4.1286
H -5.4542 -2.2800 1.5296
O -4.4029 -0.8190 -0.1461
H 6.6705 -3.2860 0.9613
O 0.4843 -4.9786 5.1420
C -4.5854 -2.3121 2.1870
C -3.4248 -1.4864 0.2890
H -4.2164 1.6148 -0.2242
H 1.2967 3.7607 -0.7482
H -1.9907 6.7043 -5.5511
H -0.5643 1.8548 2.9514
H -0.3508 3.5677 -1.1774
H -6.0894 4.7088 2.5483
P 0.8807 -4.4251 3.6876
H -1.4495 -2.5976 2.9589
H 3.1731 -1.3840 -3.9212
C -1.3209 -5.3311 0.6129
O -3.2407 2.1093 -2.7094
H 1.2314 -1.3653 1.9038
O 4.1942 -1.0208 -2.1903
O -3.3788 -2.1665 1.4497
H -6.5835 -0.9331 -4.9055
C -1.2032 1.1514 -4.3953
C -0.6185 2.5293 -4.1310
O -2.3714 2.9796 3.0534
```